(1)
A 3-piece molecular cluster, C4H7NO overall at a distorted geometry, computed with ωB97M-V/def2-TZVPD.

Positions of all 13 atoms, in Å:
C: -0.899 1.320 -0.417
C: -1.647 0.325 -0.891
C: 1.357 -1.442 0.268
O: 1.878 -0.559 -0.371
C: -1.664 -0.964 -0.256
N: -1.648 -2.005 0.253
H: -0.875 2.283 -0.917
H: -0.283 1.204 0.469
H: 1.848 1.838 1.497
H: -2.254 0.431 -1.784
H: 1.188 -2.450 -0.152
H: 1.011 -1.288 1.308
H: 1.987 1.307 0.991

Forces on atoms 1 to 2 (eV/Å):
C -0.11 -0.12 -0.05
C 0.10 0.20 0.03

LUMO level (eV): 0.33
ΔE to the lowest compared entry with this formula, charge and spin (kcal/mol): 78.37
Total energy (eV): -7796.246
M (g/mol): 85.1

(2)
One molecule with the formula C4H7NO, computed with ωB97M-V/def2-TZVPD.

Positions of all 13 atoms, in Å:
C: -1.704 0.447 -0.212
N: -0.379 -0.175 -0.179
C: -0.252 -1.487 -0.080
C: 1.943 0.631 0.288
C: 0.682 0.656 -0.408
O: 1.015 1.757 0.380
H: -1.799 1.063 0.687
H: -1.804 1.078 -1.096
H: -2.466 -0.334 -0.199
H: -1.004 -2.134 -0.512
H: 0.720 -1.877 0.192
H: 2.071 0.131 1.250
H: 2.854 0.764 -0.292

Forces on atoms 1 to 2 (eV/Å):
C -0.04 0.03 0.02
N -0.12 0.40 -0.09

LUMO level (alpha / beta) (eV): 0.56 / 0.77
ΔE to the lowest compared entry with this formula, charge and spin (kcal/mol): 116.63
Total energy (eV): -7794.587
M (g/mol): 85.1

(3)
A 2-piece molecular cluster, C4H7NO overall, computed with ωB97M-V/def2-TZVPD.

Positions of all 13 atoms, in Å:
C: 1.574 1.038 -0.049
C: 0.861 0.288 -1.138
C: -1.113 -1.684 0.334
N: -1.483 -0.531 0.728
C: -1.670 0.635 1.051
O: -0.099 0.703 -1.743
H: 2.520 1.428 -0.445
H: 0.951 1.859 0.309
H: 1.819 0.362 0.777
H: 1.281 -0.715 -1.376
H: -1.026 -1.873 -0.731
H: -0.928 -2.464 1.064
H: -2.713 0.944 1.166

Forces on atoms 1 to 2 (eV/Å):
C -0.09 0.06 0.01
C -0.17 0.12 -0.14

LUMO level (eV): 1.02
ΔE to the lowest compared entry with this formula, charge and spin (kcal/mol): 87.96
Total energy (eV): -7795.830
M (g/mol): 85.1

(4)
A 2-piece molecular cluster, C4H7NO overall, computed with ωB97M-V/def2-TZVPD.

Positions of all 13 atoms, in Å:
O: 1.723 0.057 0.958
C: 1.188 0.190 -0.317
C: 0.347 -0.830 -0.712
C: -1.592 -0.499 0.401
C: -1.477 0.847 0.324
N: -0.831 1.846 0.135
H: 1.995 0.923 1.280
H: 1.783 0.735 -1.053
H: 0.174 1.319 -0.247
H: 0.344 -1.778 -0.187
H: 0.020 -0.842 -1.749
H: -1.376 -0.923 1.381
H: -2.298 -1.044 -0.216

Forces on atoms 1 to 2 (eV/Å):
O 0.18 0.22 0.08
C -0.10 -0.41 -0.38

LUMO level (eV): 0.90
ΔE to the lowest compared entry with this formula, charge and spin (kcal/mol): 99.73
Total energy (eV): -7795.320
M (g/mol): 85.1

(5)
C4H7NO as an isolated structure at a distorted geometry, computed with ωB97M-V/def2-TZVPD.

Positions of all 13 atoms, in Å:
C: 0.018 0.139 0.358
C: 0.901 -0.816 -0.768
C: -0.595 1.344 -0.328
C: -0.765 -1.128 0.333
O: 0.578 0.554 1.564
N: -0.167 -1.771 -0.611
H: 0.951 -0.205 2.026
H: 1.048 -0.454 -1.783
H: 1.831 -1.105 -0.286
H: -1.575 -1.485 0.952
H: -1.329 1.796 0.339
H: -1.070 1.049 -1.260
H: 0.176 2.083 -0.536

Forces on atoms 1 to 2 (eV/Å):
C 1.26 -0.29 -1.86
C -0.51 2.11 1.62

LUMO level (eV): 0.75
ΔE to the lowest compared entry with this formula, charge and spin (kcal/mol): 57.03
Total energy (eV): -7797.171
M (g/mol): 85.1

(6)
One molecule with the formula C4H7NO at a distorted geometry, computed with ωB97M-V/def2-TZVPD.

Positions of all 13 atoms, in Å:
C: -0.467 -0.204 1.594
C: 0.576 0.269 0.618
N: 1.231 -0.750 -0.179
C: 0.373 0.223 -0.863
C: -0.912 -0.076 -1.662
O: -1.124 0.688 -2.580
H: -1.015 -1.051 1.171
H: -1.173 0.600 1.826
H: 0.003 -0.532 2.527
H: 1.190 1.104 0.969
H: 2.212 -0.521 -0.336
H: 0.871 1.020 -1.425
H: -1.766 -0.768 -1.660

Forces on atoms 1 to 2 (eV/Å):
C -0.07 -0.03 -0.01
C -0.23 0.13 0.10

LUMO level (eV): 0.98
ΔE to the lowest compared entry with this formula, charge and spin (kcal/mol): 58.17
Total energy (eV): -7797.122
M (g/mol): 85.1

(7)
One molecule with the formula C4H7NO, computed with ωB97M-V/def2-TZVPD.

Positions of all 13 atoms, in Å:
C: -1.400 -0.813 0.365
C: -0.242 -0.112 -0.310
C: -0.043 1.277 -0.127
O: 1.970 0.678 0.643
C: 1.901 -0.377 -0.023
N: 0.842 -0.861 -0.706
H: -1.677 -1.695 -0.216
H: -2.279 -0.171 0.497
H: -1.047 -1.149 1.342
H: -0.760 0.577 -1.183
H: -0.722 1.878 0.479
H: 0.681 1.806 -0.733
H: 2.777 -1.038 -0.027

Forces on atoms 1 to 2 (eV/Å):
C 0.02 -0.08 0.04
C -0.21 0.17 0.22

LUMO level (eV): 0.23
ΔE to the lowest compared entry with this formula, charge and spin (kcal/mol): 89.11
Total energy (eV): -7795.780
M (g/mol): 85.1

(8)
One molecule with the formula C4H7NO at a distorted geometry, computed with ωB97M-V/def2-TZVPD.

Positions of all 13 atoms, in Å:
C: -0.033 1.221 0.489
O: 0.218 1.021 -0.901
C: -0.421 -0.196 -1.269
C: -0.184 -1.098 -0.056
N: 1.108 -0.924 0.632
C: -0.042 -0.173 1.087
H: -0.973 1.760 0.655
H: 0.800 1.808 0.897
H: -1.490 0.005 -1.481
H: 0.052 -0.567 -2.182
H: -0.303 -2.166 0.001
H: 1.696 -0.352 0.038
H: -0.427 -0.338 2.089

Forces on atoms 1 to 2 (eV/Å):
C -0.06 0.07 0.23
O -0.10 0.12 -0.03

LUMO level (eV): 1.07
ΔE to the lowest compared entry with this formula, charge and spin (kcal/mol): 55.01
Total energy (eV): -7797.259
M (g/mol): 85.1

(9)
One molecule with the formula C4H7NO at a distorted geometry, computed with ωB97M-V/def2-TZVPD.

Positions of all 13 atoms, in Å:
C: 0.614 0.902 -0.523
C: 0.147 -0.485 -0.139
C: -0.007 -0.817 1.297
C: -0.811 0.507 -0.764
O: 0.587 -1.584 -0.878
N: -0.439 -0.098 2.234
H: 0.917 -1.287 -1.731
H: -0.731 0.841 1.965
H: 0.841 1.597 0.275
H: 1.276 0.991 -1.371
H: 0.314 -1.824 1.549
H: -1.576 0.933 -0.135
H: -1.131 0.324 -1.779

Forces on atoms 1 to 2 (eV/Å):
C 0.08 -0.08 0.23
C -0.18 0.89 -0.44

LUMO level (eV): 0.81
ΔE to the lowest compared entry with this formula, charge and spin (kcal/mol): 50.87
Total energy (eV): -7797.438
M (g/mol): 85.1

(10)
One molecule with the formula C4H7NO, computed with ωB97M-V/def2-TZVPD.

Positions of all 13 atoms, in Å:
C: -0.930 1.704 -0.634
C: -0.165 0.432 -0.405
O: -0.250 -0.668 -1.214
C: 0.525 0.185 0.704
C: 0.727 -1.293 0.816
N: 0.740 -1.614 -0.621
H: -0.773 2.219 -1.584
H: -0.631 2.375 0.180
H: -2.009 1.543 -0.505
H: 0.922 0.931 1.369
H: -0.098 -1.787 1.374
H: 1.663 -1.529 1.333
H: 0.278 -2.498 -0.813

Forces on atoms 1 to 2 (eV/Å):
C 0.05 -0.01 -0.12
C 0.07 0.23 0.49

LUMO level (eV): 1.08
ΔE to the lowest compared entry with this formula, charge and spin (kcal/mol): 73.94
Total energy (eV): -7796.438
M (g/mol): 85.1

(11)
One molecule with the formula C4H7NO, computed with ωB97M-V/def2-TZVPD.

Positions of all 13 atoms, in Å:
C: 1.233 -0.487 0.891
C: 0.514 -0.148 -0.416
N: -0.539 -1.155 -0.659
C: -0.294 1.131 -0.339
C: -1.528 0.762 -0.020
O: -1.720 -0.594 -0.034
H: 0.486 -0.708 1.661
H: 1.856 0.342 1.242
H: 1.863 -1.375 0.769
H: 1.215 -0.162 -1.258
H: -0.773 -1.090 -1.653
H: 0.072 2.137 -0.476
H: -2.385 1.348 0.293

Forces on atoms 1 to 2 (eV/Å):
C 0.04 0.03 0.05
C 0.12 -0.04 -0.04

LUMO level (eV): 1.06
ΔE to the lowest compared entry with this formula, charge and spin (kcal/mol): 67.38
Total energy (eV): -7796.723
M (g/mol): 85.1

(12)
One molecule with the formula C4H7NO at a distorted geometry, computed with ωB97M-V/def2-TZVPD.

Positions of all 13 atoms, in Å:
C: -0.456 1.550 0.107
C: -0.435 0.090 -0.338
C: 0.807 -0.638 0.032
O: 1.931 0.099 0.082
C: -1.538 -0.929 0.104
N: -1.276 -2.099 -0.168
H: -1.436 1.978 -0.114
H: -0.277 1.636 1.182
H: 0.308 2.126 -0.420
H: -0.654 0.039 -1.407
H: -0.264 -2.187 -0.590
H: 0.762 -1.435 0.765
H: 2.528 -0.230 0.767

Forces on atoms 1 to 2 (eV/Å):
C -0.20 -0.06 0.11
C -0.49 0.13 0.03

LUMO level (alpha / beta) (eV): 0.30 / -0.42
ΔE to the lowest compared entry with this formula, charge and spin (kcal/mol): 118.90
Total energy (eV): -7794.488
M (g/mol): 85.1

(13)
One molecule with the formula C4H7NO, computed with ωB97M-V/def2-TZVPD.

Positions of all 13 atoms, in Å:
C: 1.687 0.082 -0.464
C: 0.757 0.519 0.633
O: 0.919 1.536 1.267
N: -0.440 -0.216 0.904
C: -1.212 -1.035 -0.037
C: -1.493 0.419 0.147
H: 1.996 0.964 -1.035
H: 2.556 -0.352 0.039
H: 1.260 -0.671 -1.133
H: -1.886 -1.742 0.451
H: -0.759 -1.377 -0.977
H: -2.259 0.868 0.774
H: -1.087 1.045 -0.654

Forces on atoms 1 to 2 (eV/Å):
C 0.13 -0.20 0.07
C -0.51 0.27 0.22

LUMO level (eV): 0.99
ΔE to the lowest compared entry with this formula, charge and spin (kcal/mol): 49.68
Total energy (eV): -7797.490
M (g/mol): 85.1

(14)
One molecule with the formula C4H7NO at a distorted geometry, computed with ωB97M-V/def2-TZVPD.

Positions of all 13 atoms, in Å:
C: 0.470 1.335 -2.761
C: 0.124 0.932 -1.709
C: -1.546 -0.382 -0.266
C: 1.459 0.334 1.449
N: 0.019 0.351 -0.483
O: 0.384 0.967 0.712
H: 0.937 1.790 -3.642
H: -1.564 -0.465 0.841
H: -2.356 0.250 -0.749
H: -1.558 -1.391 -0.718
H: 1.502 1.134 2.323
H: 2.394 0.314 0.800
H: 1.188 -0.711 1.672

Forces on atoms 1 to 2 (eV/Å):
C 1.40 1.86 -3.39
C 0.33 -0.73 3.99

LUMO level (eV): 1.01
ΔE to the lowest compared entry with this formula, charge and spin (kcal/mol): 148.58
Total energy (eV): -7793.202
M (g/mol): 85.1

(15)
One molecule with the formula C4H7NO, computed with ωB97M-V/def2-TZVPD.

Positions of all 13 atoms, in Å:
O: -1.651 -0.770 -0.232
C: -0.891 0.354 -0.125
C: -0.589 1.136 1.080
C: 0.520 0.220 0.683
N: 1.135 -1.436 -0.720
C: 1.138 -0.154 -0.578
H: -1.015 -1.455 -0.548
H: -0.842 0.966 -1.039
H: -1.083 0.748 1.965
H: -0.508 2.212 1.009
H: 0.686 -0.612 1.368
H: 1.672 -1.748 -1.513
H: 1.447 0.583 -1.328

Forces on atoms 1 to 2 (eV/Å):
O 0.03 -0.20 0.22
C -0.31 0.28 0.29

LUMO level (eV): 1.01
ΔE to the lowest compared entry with this formula, charge and spin (kcal/mol): 85.97
Total energy (eV): -7795.916
M (g/mol): 85.1

(16)
One molecule with the formula C4H7NO, computed with ωB97M-V/def2-TZVPD.

Positions of all 13 atoms, in Å:
C: -0.636 -0.640 -1.403
C: 1.040 1.137 0.851
C: -0.425 0.934 0.604
N: -0.406 -0.439 0.024
C: 0.685 -1.026 0.592
O: 1.478 -0.182 1.131
H: 0.219 -0.320 -2.012
H: -0.843 -1.694 -1.607
H: -1.511 -0.058 -1.697
H: 1.372 1.807 1.636
H: -1.079 0.907 1.504
H: -0.871 1.636 -0.107
H: 0.978 -2.062 0.483

Forces on atoms 1 to 2 (eV/Å):
C -0.09 -0.05 -0.24
C -0.15 0.10 0.19

LUMO level (alpha / beta) (eV): 0.80 / 0.64
ΔE to the lowest compared entry with this formula, charge and spin (kcal/mol): 101.36
Total energy (eV): -7795.249
M (g/mol): 85.1

(17)
One molecule with the formula C4H7NO, computed with ωB97M-V/def2-TZVPD.

Positions of all 13 atoms, in Å:
O: 1.885 0.763 0.364
C: 0.921 0.251 -0.511
C: 0.328 -1.164 -0.174
C: -1.015 -0.497 0.077
N: -0.787 0.576 1.074
C: -0.498 0.825 -0.348
H: 1.447 0.784 1.233
H: 1.327 0.328 -1.525
H: 0.798 -1.683 0.669
H: 0.314 -1.813 -1.056
H: -2.017 -0.930 -0.013
H: -1.696 0.988 1.275
H: -0.970 1.642 -0.890

Forces on atoms 1 to 2 (eV/Å):
O -0.15 -0.01 0.22
C -0.10 -0.07 -0.29

LUMO level (eV): 1.03
ΔE to the lowest compared entry with this formula, charge and spin (kcal/mol): 60.71
Total energy (eV): -7797.012
M (g/mol): 85.1

(18)
One molecule with the formula C4H7NO at a distorted geometry, computed with ωB97M-V/def2-TZVPD.

Positions of all 13 atoms, in Å:
C: 1.608 -0.105 0.000
C: 0.239 -0.804 -0.143
C: -1.037 0.064 0.365
C: -0.740 1.616 0.185
H: 1.638 0.728 -0.722
H: 1.615 0.537 0.969
H: 2.426 -0.661 -0.275
H: -0.120 -0.894 -1.192
H: 0.282 -1.754 0.407
H: -1.079 0.203 1.458
H: -2.338 -1.192 -0.583
N: -0.217 2.515 -0.278
O: -2.277 -0.253 -0.190

Forces on atoms 1 to 2 (eV/Å):
C -3.15 3.87 0.74
C -1.51 1.32 0.01

LUMO level (eV): 0.63
ΔE to the lowest compared entry with this formula, charge and spin (kcal/mol): 59.60
Total energy (eV): -7797.060
M (g/mol): 85.1

(19)
One molecule with the formula C4H7NO at a distorted geometry, computed with ωB97M-V/def2-TZVPD.

Positions of all 13 atoms, in Å:
O: -2.765 -0.507 1.131
C: -1.567 -0.482 0.989
C: -0.809 0.726 0.476
N: 0.383 0.470 -0.232
C: 0.733 -0.167 -1.408
C: 1.599 -0.157 0.021
H: -0.921 -1.346 1.270
H: -0.502 1.323 1.345
H: -1.449 1.353 -0.148
H: 1.217 0.391 -2.205
H: 0.014 -0.925 -1.814
H: 1.762 -1.177 0.370
H: 2.353 0.546 0.451

Forces on atoms 1 to 2 (eV/Å):
O 0.53 -0.11 -0.05
C -0.37 0.09 0.09

LUMO level (eV): 0.96
ΔE to the lowest compared entry with this formula, charge and spin (kcal/mol): 87.99
Total energy (eV): -7795.829
M (g/mol): 85.1